Below is a structure of composition C47H62Br4Cl3GeN6O6PSSiTeTi at a distorted geometry, with properties calculated with the ωB97M-V functional and the def2-TZVPD basis.

Geometry as XYZ:
```
134
C47H62Br4Cl3GeN6O6PSSiTeTi | the Open Molecules 2025 dataset | the ωB97M-V functional and the def2-TZVPD basis
Ti 0.20944 1.33295 1.19320
Br 1.25144 4.70645 7.00360
C 0.62664 3.48115 5.71410
C 0.17344 2.23955 6.11580
Br 0.15484 1.77695 7.94500
C -0.23216 1.30265 5.16730
Br -0.82286 -0.41115 5.68060
C -0.17686 1.59955 3.81660
O -0.45586 0.79145 2.84440
C 0.25964 2.89915 3.39840
O 0.26864 3.05875 2.10670
C 0.66394 3.81465 4.35620
Br 1.29744 5.50825 3.80780
O 2.14994 1.11535 2.63860
C 2.67464 1.84105 1.78250
O 2.11864 2.08555 0.68010
C 4.06684 2.39415 2.11340
N 4.35164 3.68475 1.48720
C 5.11724 3.37905 0.28220
C 6.03164 2.21565 0.67980
C 5.12434 1.38115 1.58910
H 4.10324 2.48155 3.20420
H 4.90684 4.25775 2.11930
H 3.22864 4.77605 0.93810
H 5.65254 4.26275 -0.06270
H 4.41194 3.06225 -0.48910
H 6.89694 2.59385 1.23290
H 6.38424 1.63945 -0.17370
H 5.66134 0.89845 2.40580
H 4.62674 0.60445 1.00860
Cl 0.82814 4.94895 -2.47620
Ge 0.32614 3.74555 -0.55330
Cl 2.48144 5.71805 0.34920
Cl -1.18976 5.44065 0.13950
C -3.74276 0.66815 -1.55090
N -3.68356 0.07755 -0.23310
C -4.82906 -0.75615 0.02040
P -3.01606 1.13485 0.95860
O -1.62346 1.58805 0.55590
N -3.29206 1.17695 2.63490
C -3.18026 2.48955 3.23090
C -4.02406 0.21975 3.42690
N -3.99686 2.53295 0.63280
C -3.74626 3.56845 -0.33340
C -5.38646 2.42935 0.98700
H -3.67826 -0.13775 -2.28420
H -2.88116 1.32005 -1.69240
H -4.66726 1.23065 -1.72700
H -4.83086 -1.56155 -0.72010
H -5.78156 -0.21465 -0.06690
H -4.75066 -1.21205 1.00170
H -2.53816 3.12015 2.61390
H -2.72716 2.39585 4.22270
H -4.14526 2.99855 3.35490
H -4.00476 -0.75505 2.94170
H -5.06356 0.53485 3.59360
H -3.54906 0.11845 4.40560
H -2.74066 3.46315 -0.73230
H -3.82096 4.55345 0.13880
H -4.46996 3.52745 -1.16230
H -5.55226 1.54845 1.60530
H -6.03116 2.35195 0.09780
H -5.70666 3.31975 1.54430
C -1.32216 -5.93575 0.63560
C -2.26796 -4.86385 1.08040
C -3.61266 -5.12765 1.36530
C -4.34616 -4.05395 1.83970
N -3.86246 -2.83335 1.94080
C -2.58056 -2.64595 1.55890
S -1.87426 -1.09195 1.58220
N -1.77116 -3.65175 1.18500
H -1.81646 -6.90385 0.60810
H -0.47486 -5.96725 1.31570
H -0.94226 -5.68135 -0.35390
H -4.04416 -6.11205 1.26600
H -5.38156 -4.17085 2.15420
C 1.03734 -2.16575 2.88820
C 2.07344 -2.48525 1.81330
C 2.11064 -4.00355 1.64640
C 3.43994 -2.01305 2.31890
Si 1.56854 -1.53855 0.18180
O 0.85964 -0.14315 0.52780
C 3.20474 -1.25745 -0.80500
C 3.58774 0.01465 -1.22410
C 4.77124 0.23885 -1.90830
C 5.62194 -0.81565 -2.18050
C 5.26274 -2.09275 -1.78730
C 4.07414 -2.30235 -1.11070
C 0.42754 -2.57505 -0.94430
C -0.84476 -2.12775 -1.28590
C -1.67476 -2.88605 -2.09150
C -1.24916 -4.10705 -2.58480
C 0.02634 -4.55255 -2.28600
C 0.84384 -3.79065 -1.47060
H 1.32324 -2.60225 3.84930
H 0.06724 -2.56125 2.59870
H 0.94834 -1.08495 3.00330
H 2.27544 -4.47525 2.61850
H 2.91604 -4.31395 0.98170
H 1.16474 -4.35715 1.24820
H 3.69564 -2.52995 3.24730
H 3.40864 -0.94435 2.52380
H 4.22974 -2.20705 1.59250
H 2.93904 0.84985 -1.00110
H 5.03454 1.23595 -2.23190
H 6.55414 -0.64205 -2.70130
H 5.91594 -2.92825 -2.01090
H 3.81774 -3.30805 -0.81380
H -1.18436 -1.17515 -0.91020
H -2.66416 -2.52825 -2.33810
H -1.90706 -4.71605 -3.19110
H 0.38604 -5.49395 -2.68190
H 1.83354 -4.15745 -1.25570
C -0.81156 -0.44515 -8.19800
C -0.55196 0.01285 -6.78630
C 0.38574 -0.60145 -5.97430
C 0.57904 -0.20935 -4.65690
C 1.61424 -0.93975 -3.85920
C -0.16676 0.83335 -4.09430
Te 0.05124 1.35705 -1.95740
C -1.07816 1.48945 -4.93250
C -1.86546 2.66345 -4.43640
C -1.26446 1.07165 -6.24150
H -0.09076 -1.20455 -8.50470
H -0.75136 0.38935 -8.89990
H -1.81316 -0.87545 -8.28920
H 0.98724 -1.41225 -6.37120
H 2.25814 -1.54475 -4.49790
H 1.14154 -1.59245 -3.12720
H 2.23164 -0.23345 -3.30970
H -1.18686 3.45805 -4.13050
H -2.46136 2.37735 -3.57310
H -2.52706 3.04965 -5.21050
H -1.98976 1.58105 -6.86250
```

Calculated values
Total charge: -2
Molecular weight (g mol⁻¹): 1572.23
Relative energy (zero: lowest compared OMol25 entry of this formula, charge and spin) (kJ/mol): 408.63
Max |F| (eV/Å): 2.72
HOMO level (eV): -2.02

=====

Below is a structure of composition C47H62BrClIMoN2O4 at a distorted geometry, with properties calculated with the ωB97M-V functional and the def2-TZVPD basis.

Geometry as XYZ:
```
119
C47H62BrClIMoN2O4 | the Open Molecules 2025 dataset | the ωB97M-V functional and the def2-TZVPD basis
Mo -0.04538 -0.43382 -0.56774
C -1.40468 -3.06777 0.51527
N -0.65161 -1.93120 1.09141
C 0.49226 -2.48381 1.85151
C -1.54132 -1.16591 2.00510
C -0.98348 0.21461 2.29967
N -0.63289 0.95806 1.05651
C -1.77374 1.79181 0.56510
C -3.06368 1.06034 0.29478
C -4.23021 1.51219 0.87473
C -5.46055 0.91372 0.58497
C -5.45337 -0.11554 -0.33857
C -4.30086 -0.61601 -0.96820
C -3.10108 -0.03319 -0.58696
O -1.90790 -0.55473 -0.98980
C -4.51250 -1.71671 -2.02647
C -5.51673 -1.18401 -3.06359
C -5.09680 -2.96745 -1.35612
C -3.26304 -2.13122 -2.81351
C -6.73787 1.40708 1.26562
C -6.58054 1.26877 2.78492
C -7.96914 0.61049 0.83357
C -6.96169 2.88361 0.91577
C 0.52580 1.89102 1.27651
C 1.75110 1.26409 1.88547
C 2.32097 1.80845 3.01799
C 3.48857 1.26936 3.56386
C 4.03977 0.17362 2.92248
C 3.49980 -0.43857 1.78195
C 2.33548 0.13510 1.29141
O 1.67805 -0.40930 0.22695
C 4.27070 -1.65333 1.22680
C 3.70569 -2.30193 -0.04098
C 4.34504 -2.73884 2.31050
C 5.69587 -1.18084 0.88574
C 4.10802 1.88044 4.82111
C 4.48046 3.34113 4.53879
C 3.08250 1.83068 5.95944
C 5.36626 1.13785 5.27369
H -1.68629 -3.76717 1.30702
H -0.77881 -3.58471 -0.21095
H -2.29703 -2.69682 0.02201
H 0.11952 -3.18054 2.60726
H 1.05575 -1.69192 2.33631
H 1.15638 -3.01218 1.17228
H -1.65554 -1.71617 2.94481
H -2.52120 -1.10181 1.54067
H -0.07968 0.13420 2.90249
H -1.71440 0.78811 2.87547
H -1.41125 2.27827 -0.34258
H -1.95973 2.56951 1.31085
H -4.18133 2.35031 1.56247
H -6.39448 -0.57709 -0.59682
H -6.49034 -0.96233 -2.62733
H -5.66692 -1.93167 -3.84491
H -5.14351 -0.27127 -3.53350
H -6.03021 -2.75416 -0.83352
H -4.40011 -3.39354 -0.62995
H -5.30317 -3.73134 -2.10891
H -2.80882 -1.27562 -3.31660
H -3.57068 -2.84946 -3.57771
H -2.50536 -2.60602 -2.19371
H -6.39320 0.22973 3.06579
H -7.49160 1.59728 3.28920
H -5.75555 1.87703 3.16205
H -7.87479 -0.44939 1.08119
H -8.15872 0.69956 -0.23833
H -8.84917 0.99226 1.35328
H -6.12621 3.50588 1.24315
H -7.86442 3.25341 1.40689
H -7.08103 3.01743 -0.16151
H 0.19338 2.71580 1.91239
H 0.74653 2.30036 0.28799
H 1.85546 2.67721 3.47331
H 4.94188 -0.25778 3.32759
H 2.70546 -2.70446 0.09712
H 4.36392 -3.13139 -0.31233
H 3.67520 -1.61034 -0.88071
H 3.37501 -3.22206 2.45499
H 4.66676 -2.34135 3.27366
H 5.05756 -3.51098 2.01245
H 5.66913 -0.31551 0.22007
H 6.23556 -1.98407 0.38048
H 6.26721 -0.90768 1.77392
H 3.60157 3.94134 4.29429
H 5.18088 3.41196 3.70411
H 4.95178 3.78500 5.41816
H 2.18581 2.40731 5.72193
H 3.51507 2.24977 6.87031
H 2.78008 0.80226 6.16928
H 6.15358 1.16853 4.51723
H 5.15908 0.09259 5.51440
H 5.75959 1.61140 6.17445
Cl -1.02989 0.72991 -7.65139
C -0.67483 0.76056 -5.95514
C -0.73452 1.97783 -5.25637
C -0.44484 2.04826 -3.91765
C -0.09568 0.89042 -3.20463
O 0.23290 0.99966 -1.92607
C -0.04286 -0.32729 -3.91148
C 0.31377 -1.56090 -3.29057
O 0.42240 -1.75742 -2.06430
C -0.31990 -0.37598 -5.29340
H -1.00620 2.87583 -5.79700
H -0.46652 2.99210 -3.38963
H 0.51679 -2.42021 -3.93934
H -0.25398 -1.31936 -5.82262
Br 2.99766 -0.41082 -6.14725
C 4.70725 0.09348 -5.51829
C 5.77766 -0.10136 -6.37992
C 7.05694 0.25465 -5.98400
C 7.26852 0.80586 -4.72910
C 6.19858 0.99974 -3.86983
C 4.91191 0.64435 -4.26124
I 3.37763 0.96761 -2.90912
H 5.60143 -0.53078 -7.35609
H 7.88622 0.10067 -6.66151
H 8.26466 1.08767 -4.41515
H 6.35906 1.42953 -2.89056
```

Calculated values
Total charge: +1
Molecular weight (g mol⁻¹): 1057.22
Relative energy (zero: lowest compared OMol25 entry of this formula, charge and spin) (kJ/mol): 0.00
2S+1: 3
Max |F| (eV/Å): 1.34
⟨S²⟩: 2.014
HOMO level (spin up / spin down) (eV): -10.56 / -10.63